No. 1
107
Properties=species:S:1:pos:R:3:lowdin_charge:R:1 method="wB97M-V/def2-TZVPD" energy_ev=-139458.6786 mol_weight_g_mol=999.33 charge=+2 homo_lumo_gap_ev="7.6 / 7.0" e_homo_ev="-13.04 / -13.13" largest_force_ev_per_a=0.5 multiplicity=4
Tc -1.77 1.61 -0.88 1.01
C 2.82 1.87 -3.71 -0.05
C 2.68 1.45 -2.29 -0.23
C 3.74 1.08 -1.52 0.09
C 3.54 0.67 -0.17 -0.20
N 2.36 0.69 0.37 0.18
N 1.31 1.07 -0.38 -0.01
B -0.04 1.07 0.40 -0.66
N -0.27 -0.40 0.94 0.02
N 0.49 -1.31 0.32 0.19
C 0.47 -2.54 0.75 -0.18
C -0.30 -2.90 1.87 0.09
C -1.13 -1.99 2.47 -0.22
C -1.99 -2.34 3.64 -0.03
C -1.14 -0.69 1.90 -0.46
S -2.32 0.50 2.42 0.98
C 1.31 -3.56 0.00 -0.54
C 2.10 -2.89 -1.12 -0.04
C 0.36 -4.61 -0.61 -0.03
C 2.27 -4.24 0.98 -0.02
N 0.13 2.01 1.64 -0.04
N 0.78 1.51 2.69 0.18
C 0.92 2.25 3.75 -0.18
C 0.43 3.59 3.77 0.09
C -0.21 4.11 2.69 -0.22
C -0.75 5.50 2.65 -0.04
C -0.39 3.23 1.59 -0.57
S -1.30 3.69 0.20 0.73
C 1.65 1.66 4.95 -0.53
C 1.02 2.15 6.26 -0.04
C 3.11 2.15 4.88 -0.02
C 1.60 0.13 4.92 -0.04
C 1.40 1.42 -1.66 -0.57
S -0.02 1.83 -2.54 0.70
C 4.71 0.23 0.70 -0.54
C 5.51 1.49 1.07 -0.02
C 4.20 -0.46 1.96 -0.04
C 5.61 -0.74 -0.08 -0.03
H 3.86 1.89 -4.01 0.09
H 2.38 2.86 -3.87 0.09
H 2.28 1.18 -4.37 0.09
H 4.73 1.09 -1.93 0.13
H -0.27 -3.92 2.24 0.14
H -1.97 -3.41 3.83 0.09
H -3.02 -2.02 3.48 0.08
H -1.63 -1.82 4.54 0.09
H 1.44 -2.47 -1.89 0.09
H 2.75 -3.63 -1.60 0.10
H 2.72 -2.08 -0.74 0.06
H -0.33 -4.15 -1.32 0.08
H -0.22 -5.12 0.16 0.09
H 0.94 -5.36 -1.14 0.10
H 2.88 -3.50 1.51 0.08
H 2.94 -4.90 0.44 0.10
H 1.75 -4.84 1.72 0.09
H 0.57 4.19 4.65 0.13
H -0.64 5.99 3.61 0.09
H -1.81 5.50 2.38 0.08
H -0.23 6.09 1.89 0.10
H 1.18 3.22 6.44 0.08
H 1.47 1.62 7.10 0.10
H -0.06 1.95 6.29 0.10
H 3.16 3.24 4.99 0.09
H 3.57 1.88 3.93 0.07
H 3.69 1.70 5.69 0.10
H 0.60 -0.22 5.21 0.08
H 2.32 -0.27 5.64 0.10
H 1.83 -0.27 3.94 0.06
H 4.88 2.22 1.59 0.09
H 5.94 1.97 0.19 0.09
H 6.33 1.22 1.74 0.10
H 3.57 0.20 2.55 0.05
H 5.05 -0.77 2.57 0.10
H 3.61 -1.35 1.71 0.07
H 6.09 -0.27 -0.93 0.08
H 5.05 -1.61 -0.43 0.08
H 6.40 -1.10 0.58 0.10
Cl -3.58 5.85 -4.07 0.68
C -4.63 4.59 -3.44 -1.63
Cl -5.85 5.25 -2.36 0.68
Cl -5.37 3.65 -4.73 0.66
C -3.80 3.67 -2.65 -0.31
N -3.15 2.95 -2.04 0.10
C -2.97 1.02 0.80 -0.57
H -3.65 0.22 0.48 0.01
H -3.59 1.88 1.05 0.01
S -4.06 -3.83 -4.14 1.07
C -3.47 -2.39 -3.33 -0.48
C -3.32 -1.15 -3.95 -0.03
C -2.82 -0.10 -3.22 -0.13
N -2.46 -0.20 -1.93 -0.10
C -2.58 -1.40 -1.34 -0.12
C -3.07 -2.50 -2.00 -0.06
C -4.94 -3.11 -5.51 -0.54
C -6.26 -2.70 -5.34 -0.07
C -6.91 -2.15 -6.44 -0.12
N -6.34 -2.00 -7.64 0.08
C -5.09 -2.43 -7.79 -0.12
C -4.35 -3.00 -6.76 -0.08
H -3.59 -1.00 -4.98 0.12
H -2.68 0.87 -3.69 0.09
H -2.30 -1.47 -0.30 0.10
H -3.17 -3.44 -1.47 0.12
H -6.76 -2.80 -4.39 0.11
H -7.94 -1.81 -6.35 0.11
H -4.66 -2.32 -8.78 0.12
H -3.34 -3.35 -6.94 0.11

=====

No. 2
132
Properties=species:S:1:pos:R:3:lowdin_charge:R:1 method="wB97M-V/def2-TZVPD" energy_ev=-145125.3025 mol_weight_g_mol=1260.85 charge=0 homo_lumo_gap_ev=8.6 e_homo_ev=-8.40 largest_force_ev_per_a=5.8 smiles="CCOC(=O)CCC[C@@H]1CCS(=O)(=O)O[C@@H]1C[C@H]1CO1.O=C1OC[C@@H](F)O1.O=C1OC[C@@H](F)O1.O=C1OC[C@@H](F)O1.O=C1OC[C@@H](F)O1.O=C1OC[C@@H](F)O1.O=C1OC[C@@H](F)O1.O=C1OC[C@@H](F)O1.O=C1OC[C@@H](F)O1.O=C1OC[C@@H](F)O1"
C 5.06 -0.35 1.72 -0.06
C 3.95 0.60 1.07 -0.23
O 4.37 1.98 0.88 -0.07
C 3.69 2.60 -0.20 -0.38
O 4.34 2.76 -1.26 0.06
C 2.19 3.13 -0.16 -0.07
C 1.20 1.84 -0.14 -0.18
C -0.32 2.24 -0.40 -0.14
C -1.40 1.08 -0.44 -0.22
C -2.69 1.62 0.39 -0.16
C -2.36 1.79 1.98 -0.18
S -1.54 0.27 2.64 0.77
O -0.92 0.60 3.99 -0.35
O -2.59 -0.78 2.93 -0.35
O -0.39 -0.24 1.54 -0.24
C -1.03 -0.33 0.20 -0.30
C -0.06 -1.12 -0.73 -0.05
C -0.67 -2.66 -1.13 -0.13
C -1.05 -3.63 0.20 -0.05
O -2.10 -2.92 -0.80 -0.19
H 5.47 -1.02 0.89 0.08
H 5.85 0.19 2.33 0.08
H 4.50 -1.05 2.45 0.07
H 3.08 0.63 1.83 0.12
H 3.51 0.11 0.14 0.13
H 1.93 3.89 -0.96 0.09
H 2.05 3.61 0.88 0.14
H 1.55 1.19 -1.02 0.12
H 1.41 1.33 0.85 0.09
H -0.35 2.77 -1.43 0.14
H -0.59 3.07 0.35 0.12
H -1.79 0.96 -1.51 0.16
H -3.01 2.65 0.00 0.11
H -3.54 0.84 0.36 0.13
H -1.71 2.72 2.14 0.12
H -3.32 1.99 2.59 0.12
H -2.05 -0.82 0.44 0.14
H 0.23 -0.65 -1.72 0.13
H 0.91 -1.43 -0.20 0.13
H -0.17 -3.20 -2.07 0.15
H -1.91 -3.53 0.93 0.12
H -0.40 -2.88 0.83 0.06
C -6.71 1.69 -2.80 -0.06
C -6.11 0.54 -2.06 -0.31
O -4.74 0.88 -2.00 0.13
C -4.70 2.24 -2.01 -0.51
O -3.74 2.88 -1.70 0.13
O -5.88 2.77 -2.40 0.10
F -6.24 -0.62 -2.76 0.07
H -6.65 1.56 -3.89 0.15
H -7.75 1.86 -2.53 0.11
H -6.50 0.40 -1.04 0.17
C 3.48 6.11 -4.13 -0.06
C 2.87 7.46 -3.93 -0.32
O 1.61 7.17 -3.35 0.15
C 1.79 6.01 -2.66 -0.52
O 1.04 5.59 -1.83 0.15
O 2.94 5.38 -3.03 0.07
F 2.66 8.08 -5.12 0.08
H 3.17 5.64 -5.06 0.15
H 4.57 6.14 -4.09 0.15
H 3.43 8.12 -3.27 0.15
C 0.32 -2.08 5.36 -0.06
C 0.35 -1.91 6.84 -0.31
O 0.60 -3.22 7.31 0.14
C 1.32 -3.83 6.33 -0.53
O 1.93 -4.84 6.47 0.16
O 1.25 -3.14 5.16 0.06
F -0.85 -1.50 7.31 0.08
H -0.66 -2.38 4.99 0.15
H 0.63 -1.18 4.83 0.13
H 1.13 -1.23 7.20 0.18
C 4.01 -4.41 3.82 -0.05
C 4.20 -5.58 2.91 -0.31
O 3.43 -5.25 1.78 0.14
C 3.44 -3.89 1.72 -0.53
O 3.11 -3.26 0.76 0.15
O 3.86 -3.34 2.89 0.05
F 3.70 -6.71 3.47 0.09
H 3.11 -4.49 4.43 0.11
H 4.87 -4.24 4.47 0.15
H 5.24 -5.76 2.61 0.13
C 6.60 9.52 -0.15 -0.07
C 5.23 10.02 0.18 -0.32
O 4.80 10.59 -1.03 0.14
C 5.44 9.90 -2.01 -0.53
O 5.12 9.92 -3.17 0.16
O 6.48 9.17 -1.52 0.08
F 5.28 10.99 1.13 0.08
H 7.37 10.29 -0.04 0.15
H 6.89 8.66 0.45 0.15
H 4.53 9.24 0.49 0.18
C -10.02 -1.75 -1.94 -0.06
C -10.15 -1.21 -3.33 -0.32
O -10.36 0.17 -3.12 0.15
C -9.72 0.46 -1.95 -0.53
O -9.45 1.57 -1.59 0.16
O -9.42 -0.67 -1.25 0.08
F -11.24 -1.72 -3.95 0.08
H -10.99 -1.98 -1.49 0.15
H -9.39 -2.64 -1.90 0.15
H -9.27 -1.36 -3.96 0.18
C -6.18 0.42 4.60 -0.06
C -5.94 -0.75 3.70 -0.32
O -6.76 -0.46 2.58 0.14
C -6.83 0.90 2.52 -0.53
O -7.20 1.51 1.56 0.16
O -6.40 1.48 3.68 0.07
F -6.38 -1.90 4.27 0.08
H -7.06 0.29 5.24 0.15
H -5.32 0.63 5.24 0.15
H -4.91 -0.86 3.37 0.15
C 6.34 -7.64 -0.86 -0.06
C 6.90 -6.30 -1.21 -0.32
O 6.79 -5.58 0.00 0.15
C 6.88 -6.51 0.99 -0.53
O 7.10 -6.25 2.14 0.15
O 6.70 -7.77 0.51 0.09
F 6.15 -5.68 -2.15 0.08
H 5.25 -7.68 -0.95 0.15
H 6.77 -8.44 -1.46 0.14
H 7.95 -6.32 -1.53 0.18
C 0.53 -5.81 -4.84 -0.07
C 0.40 -5.28 -6.23 -0.32
O 0.20 -3.89 -6.03 0.14
C 0.84 -3.60 -4.86 -0.54
O 1.12 -2.49 -4.51 0.16
O 1.14 -4.73 -4.15 0.07
F -0.69 -5.78 -6.85 0.08
H -0.44 -6.04 -4.38 0.15
H 1.16 -6.71 -4.80 0.14
H 1.29 -5.43 -6.86 0.18